Density functional theory data (ωB97M-V with the def2-TZVPD basis set) for C22H77B5N3O7SnZn as an isolated structure in a non-equilibrium geometry.

Computed properties:
Charge ... -1

Atoms and positions in Å:
Sn -0.271 -2.326 -0.218
Zn -2.209 1.180 2.524
B -2.000 2.643 3.962
H -1.711 3.020 2.993
H -1.856 3.459 4.653
H -3.003 2.253 3.878
H -1.404 1.768 4.169
B -3.589 1.712 0.883
H -4.114 2.551 0.453
H -2.526 1.885 0.947
H -3.839 1.599 1.927
H -3.700 0.746 0.415
B -2.316 -0.802 -2.122
H -2.298 -0.526 -1.079
H -3.341 -0.844 -2.457
H -1.868 -0.063 -2.767
H -1.841 -1.762 -2.249
B -0.395 0.414 1.418
H -0.490 1.485 1.319
H -1.272 -0.100 1.057
H 0.503 0.022 0.965
H -0.303 0.275 2.484
B -2.972 -0.478 3.459
H -3.281 -1.399 3.929
H -3.137 -0.470 2.393
H -3.483 0.322 3.971
H -1.912 -0.402 3.645
C 1.289 0.648 -2.150
O 1.095 -0.729 -2.381
C 2.105 -1.201 -3.263
C 1.858 -2.667 -3.616
N 1.877 -3.546 -2.344
C 1.598 -4.924 -2.809
C 0.039 -5.119 -2.778
O -0.394 -5.170 -1.426
C -0.315 -6.393 -0.790
H 0.354 1.200 -2.051
H 1.653 1.219 -3.004
H 2.038 0.797 -1.372
H 3.059 -1.129 -2.741
H 2.098 -0.610 -4.179
H 2.698 -2.910 -4.266
H 0.874 -2.664 -4.086
H 2.863 -3.698 -2.189
H 1.985 -5.637 -2.080
H 2.042 -5.101 -3.788
H -0.295 -5.901 -3.459
H -0.484 -4.205 -3.058
H 0.729 -6.704 -0.789
H -0.936 -7.083 -1.360
H -0.713 -6.349 0.224
C -1.335 4.408 -0.986
O -2.009 3.492 -1.868
C -1.972 3.976 -3.226
C -2.723 2.896 -4.065
N -4.037 2.531 -3.465
C -4.930 1.982 -4.479
C -4.442 0.570 -4.825
O -4.578 0.433 -6.153
C -5.764 -0.227 -6.735
H -2.005 5.233 -0.745
H -0.411 4.681 -1.495
H -1.180 3.899 -0.034
H -0.931 4.173 -3.482
H -2.487 4.931 -3.329
H -2.068 2.089 -4.393
H -2.842 3.453 -4.994
H -4.471 3.387 -3.153
H -5.079 2.683 -5.300
H -5.927 1.901 -4.046
H -4.917 -0.246 -4.281
H -3.391 0.446 -4.563
H -5.642 -0.109 -7.812
H -6.702 0.148 -6.325
H -5.674 -1.300 -6.569
C 3.443 0.098 1.325
C 3.858 -1.284 0.890
C 4.865 -2.002 1.840
O 5.338 -3.128 1.304
C 6.134 -3.847 2.204
N 2.659 -2.148 0.914
H 2.559 0.116 1.962
H 3.023 0.600 0.454
H 4.286 0.658 1.731
H 4.260 -1.274 -0.123
H 4.428 -2.126 2.831
H 5.748 -1.377 1.971
H 5.528 -4.066 3.083
H 7.095 -3.430 2.503
H 6.316 -4.805 1.718
H 2.931 -3.100 1.115
H 2.356 -1.939 1.854
C 2.891 -1.735 5.208
C 1.475 -1.168 4.934
C 1.473 0.320 5.284
O 1.215 -1.303 3.520
H 2.904 -2.755 4.824
H 3.048 -1.772 6.286
H 3.763 -1.190 4.848
H 0.641 -1.720 5.367
H 1.926 0.377 6.274
H 0.474 0.756 5.291
H 1.930 1.006 4.571
H 0.642 -0.575 3.270
C 1.078 5.195 1.951
C 2.155 4.109 1.900
C 2.087 3.417 3.361
O 1.852 3.076 1.004
H 0.198 4.773 2.435
H 0.828 5.407 0.912
H 1.158 6.090 2.569
H 3.115 4.546 1.625
H 2.282 4.159 4.136
H 2.893 2.697 3.502
H 1.077 3.075 3.587
H 1.097 2.557 1.293

Here are the Mulliken charges for atoms 1 to 4, given in e:
1 Sn 0.744
2 Zn 3.131
3 B 0.745
4 H -0.640

=====

Density functional theory data (ωB97M-V with the def2-TZVPD basis set) for a 21-piece molecular cluster, C22H78N2O22 overall in a non-equilibrium geometry.

Atoms and positions in Å:
C 1.895 -2.303 -0.898
C 1.430 -2.549 0.378
N 2.167 -3.035 1.487
C 1.384 -3.040 2.730
C 0.745 -1.670 3.075
C -0.785 -1.673 3.022
C 3.409 -2.435 1.638
O 3.710 -1.859 2.661
O 4.274 -2.558 0.621
C 4.874 -1.263 0.349
C 5.577 -1.274 -1.003
C 6.080 0.153 -1.287
C 4.884 1.068 -1.668
C 4.372 2.008 -0.568
C 3.374 2.998 -1.201
C 2.405 3.634 -0.209
C 1.346 2.619 0.311
C -0.021 3.296 0.417
C -1.146 2.406 1.001
C -0.955 0.903 0.773
C -1.142 0.451 -0.680
N -2.498 0.027 -1.013
C -3.699 0.498 -0.582
C -4.662 -0.249 -1.187
C -4.074 -1.234 -2.053
C -2.697 -0.991 -1.885
H 1.923 -1.298 -1.311
H 2.212 -3.132 -1.526
H 0.367 -2.415 0.590
H 0.568 -3.761 2.639
H 1.987 -3.394 3.560
H 1.061 -1.393 4.084
H 1.162 -0.898 2.424
H -1.205 -0.801 3.522
H -1.146 -1.702 1.994
H -1.132 -2.554 3.570
H 4.076 -0.523 0.332
H 5.631 -1.024 1.094
H 4.926 -1.652 -1.792
H 6.436 -1.947 -0.896
H 6.533 0.532 -0.366
H 6.819 0.137 -2.086
H 5.196 1.695 -2.510
H 4.055 0.447 -2.023
H 3.829 1.475 0.217
H 5.217 2.520 -0.102
H 2.837 2.487 -2.007
H 3.961 3.801 -1.663
H 1.842 4.396 -0.762
H 2.888 4.168 0.610
H 1.708 2.296 1.294
H 1.338 1.763 -0.373
H 0.100 4.146 1.094
H -0.283 3.674 -0.574
H -1.327 2.618 2.055
H -2.066 2.687 0.484
H -1.676 0.389 1.412
H 0.026 0.555 1.101
H -0.770 1.190 -1.392
H -0.515 -0.441 -0.787
H -3.809 1.319 0.106
H -5.728 -0.156 -1.047
H -4.533 -1.991 -2.663
H -1.852 -1.479 -2.348
O 0.770 -0.288 -3.820
H 0.562 -1.220 -3.941
H 0.140 0.018 -3.159
O 3.410 6.109 1.470
H 3.034 6.152 2.364
H 4.358 6.179 1.609
O -7.482 0.174 0.703
H -8.341 0.265 0.272
H -7.644 0.453 1.609
O -3.662 4.491 1.095
H -4.377 4.145 1.638
H -4.111 4.961 0.384
O -2.379 -2.592 -4.750
H -2.664 -3.492 -4.934
H -2.985 -2.280 -4.069
O -3.750 0.449 -5.025
H -3.342 0.448 -4.150
H -3.062 0.098 -5.599
O -2.794 0.962 4.614
H -2.146 0.668 5.269
H -3.516 0.331 4.687
O -2.901 -4.419 -1.991
H -3.285 -4.380 -1.110
H -1.958 -4.281 -1.846
O -1.384 1.618 -3.734
H -0.864 2.024 -4.437
H -1.752 2.366 -3.250
O 0.135 1.342 6.137
H 0.723 1.718 5.475
H -0.121 2.099 6.673
O -6.607 0.286 -4.269
H -6.698 0.027 -3.348
H -5.649 0.320 -4.411
O -0.724 3.663 4.641
H -1.233 4.460 4.826
H -1.387 2.967 4.547
O -9.390 -1.793 0.466
H -8.490 -1.924 0.785
H -9.760 -2.677 0.386
O 3.965 6.875 4.451
H 3.578 6.926 5.331
H 4.914 6.936 4.606
O 1.839 5.294 3.899
H 2.500 5.025 4.542
H 1.121 4.654 3.998
O 0.215 -4.665 -2.488
H 0.918 -5.322 -2.535
H 0.075 -4.405 -3.407
O 4.148 0.980 3.146
H 3.875 0.083 2.904
H 3.517 1.249 3.819
O 3.446 -5.239 -0.746
H 4.035 -4.819 -1.380
H 3.149 -4.505 -0.198
O -1.121 -5.751 -5.259
H -1.371 -6.673 -5.394
H -1.724 -5.449 -4.571
O -2.229 -8.476 -4.498
H -1.548 -8.662 -3.843
H -2.883 -9.168 -4.368

Here are the Mulliken charges for atoms 1 to 4, given in e:
1 C -0.452
2 C 0.160
3 N 0.203
4 C -1.151

=====

Values for LUMO energy, hartree, ordered as above
0.0238, -0.0061
Values for HOMO, eV, ordered as above
-5.3, -7.7